Record 1
A 9-piece molecular cluster, C22H29N9O2 overall. Source: the Open Molecules 2025 dataset; level of theory: wB97M-V/def2-TZVPD.

Its SMILES is O=[N+]([O-])c1ccccc1.CC#N.CC#N.CC#N.CC#N.CC#N.CC#N.CC#N.CC#N. For the HOMO energy, the calculation gives -10.07 eV. The LUMO energy is -0.0217 hartree. The calculation puts the frontier orbital gap at 9.475 eV. As for the spin multiplicity: 1. The calculation puts the relative energy (zero: lowest compared OMol25 entry of this formula, charge and spin) at 4.632 eV. Its charge is 0.

Geometry (Å):
O1 8.00976 -3.00752 -4.68377
N1 7.40894 -2.77504 -3.63964
O2 6.69190 -3.62905 -3.04949
C1 7.28579 -1.36141 -3.26194
C2 8.39867 -0.47435 -3.36824
C3 8.33452 0.87797 -2.95632
C4 7.05612 1.34374 -2.56632
C5 5.89111 0.55579 -2.53340
C6 6.05585 -0.80618 -2.83388
H1 9.30268 -0.85543 -3.81985
H2 9.15019 1.56958 -3.10716
H3 6.89216 2.39800 -2.39877
H4 4.91214 0.95893 -2.32013
H5 5.20205 -1.46691 -2.80452
C7 0.51003 5.84689 0.51240
C8 -0.82220 5.33537 0.49997
N2 -1.88732 4.97628 0.45552
H6 1.05893 5.06146 -0.00712
H7 0.87291 6.07977 1.51349
H8 0.57859 6.71927 -0.13749
C9 -6.03103 4.06825 -2.66477
C10 -6.70206 4.61735 -1.46145
N3 -7.28180 5.01672 -0.57864
H9 -5.19610 3.47619 -2.29000
H10 -5.67935 4.94834 -3.20316
H11 -6.61363 3.41480 -3.31415
C11 -7.21861 -1.43787 0.64514
C12 -7.88653 -2.36758 1.58776
N4 -8.46083 -3.11368 2.29848
H12 -7.40565 -1.64290 -0.40894
H13 -6.13923 -1.57491 0.71046
H14 -7.52253 -0.40333 0.80467
C13 -2.70384 3.48691 4.55539
C14 -4.00164 4.17187 4.53910
N5 -5.01771 4.67588 4.48559
H15 -2.77899 2.68240 3.82381
H16 -2.56464 2.97479 5.50747
H17 -1.82723 4.06747 4.26798
C15 2.36337 -5.88744 -5.15702
C16 2.88548 -5.48953 -6.46314
N6 3.27823 -5.19276 -7.50592
H18 2.99906 -5.43217 -4.39760
H19 2.43725 -6.97492 -5.16157
H20 1.33679 -5.57209 -4.97046
C17 3.15188 1.17473 5.51065
C18 2.89894 1.73939 4.19876
N7 2.67005 2.20250 3.16717
H21 4.09579 1.47759 5.96386
H22 3.07061 0.09441 5.39055
H23 2.35921 1.53210 6.16795
C19 -5.02164 -6.22324 4.43474
C20 -4.38690 -4.91886 4.32690
N8 -3.91829 -3.88300 4.21583
H24 -5.62550 -6.30609 5.33839
H25 -4.32353 -7.05962 4.46986
H26 -5.71708 -6.33505 3.60290
C21 -0.96679 -0.17598 -0.02232
C22 -0.35751 -1.25449 -0.81028
N9 0.14433 -2.07881 -1.46231
H27 -0.99119 -0.60865 0.97783
H28 -1.91786 0.05551 -0.50187
H29 -0.33612 0.70858 -0.11124

Quick look at the Löwdin charges, all values in e: atom 1 (O): 0.0829, atom 2 (N): -0.3231, atom 3 (O): 0.0475, atom 4 (C): -0.1334, atom 5 (C): -0.0011, atom 6 (C): -0.0507, atom 7 (C): -0.0806, atom 8 (C): -0.0586, atom 9 (C): -0.0067, atom 10 (H): 0.1088, atom 11 (H): 0.1018, atom 12 (H): 0.0962, atom 13 (H): 0.1048, atom 14 (H): 0.1118, atom 15 (C): -0.0699, atom 16 (C): -0.3236, atom 17 (N): 0.1342, atom 18 (H): 0.0867, atom 19 (H): 0.0897, atom 20 (H): 0.0880, atom 21 (C): -0.0685, atom 22 (C): -0.2895, atom 23 (N): 0.1279, atom 24 (H): 0.0737, atom 25 (H): 0.0773, atom 26 (H): 0.0780, atom 27 (C): -0.0806, atom 28 (C): -0.2569, atom 29 (N): 0.1076, atom 30 (H): 0.0758, atom 31 (H): 0.0745, atom 32 (H): 0.0804, atom 33 (C): -0.0762, atom 34 (C): -0.2871, atom 35 (N): 0.1300, atom 36 (H): 0.0757, atom 37 (H): 0.0764, atom 38 (H): 0.0760, atom 39 (C): -0.0716, atom 40 (C): -0.2913, atom 41 (N): 0.1187, atom 42 (H): 0.0806, atom 43 (H): 0.0811, atom 44 (H): 0.0827, atom 45 (C): -0.0730, atom 46 (C): -0.2949, atom 47 (N): 0.1154, atom 48 (H): 0.0858, atom 49 (H): 0.0858, atom 50 (H): 0.0833, atom 51 (C): -0.0763, atom 52 (C): -0.2906, atom 53 (N): 0.1198, atom 54 (H): 0.0817, atom 55 (H): 0.0812, atom 56 (H): 0.0834, atom 57 (C): -0.0667, atom 58 (C): -0.2929, atom 59 (N): 0.1117, atom 60 (H): 0.0847, atom 61 (H): 0.0813, atom 62 (H): 0.0810

Record 2
A 2-piece molecular cluster, C6H12 overall. Source: the Open Molecules 2025 dataset; level of theory: wB97M-V/def2-TZVPD.

Its SMILES is C=C(C)C.C=C. For the HOMO energy, the calculation gives -8.73 eV. The LUMO energy is 0.0433 hartree. The calculation puts the frontier orbital gap at 9.912 eV. As for the spin multiplicity: 1. The calculation puts the relative energy (zero: lowest compared OMol25 entry of this formula, charge and spin) at 2.640 eV. Its charge is 0.

Geometry (Å):
C1 0.95976 0.97428 0.74816
C2 0.93512 -0.36624 0.57399
C3 -0.16130 -1.14239 1.14715
C4 1.66780 -1.00394 -0.57344
H1 0.46530 1.42259 1.59710
H2 1.70466 1.58760 0.26277
H3 0.06053 -2.20137 1.26101
H4 -0.52017 -0.75032 2.09529
H5 -1.08266 -0.87832 0.43123
H6 0.97494 -1.25919 -1.37889
H7 2.42829 -0.34202 -0.98263
H8 2.15191 -1.92601 -0.25035
C5 -1.05897 1.40674 -0.83867
C6 -1.98425 0.43216 -0.65311
H9 -0.41970 1.39730 -1.70989
H10 -1.12248 2.34294 -0.30641
H11 -2.82396 0.60228 0.00645
H12 -2.17482 -0.29610 -1.42973

Quick look at the Löwdin charges, all values in e: atom 1 (C): -0.0147, atom 2 (C): -0.4502, atom 3 (C): -0.0876, atom 4 (C): -0.0689, atom 5 (H): 0.0681, atom 6 (H): 0.0663, atom 7 (H): 0.0781, atom 8 (H): 0.0784, atom 9 (H): 0.0767, atom 10 (H): 0.0823, atom 11 (H): 0.0733, atom 12 (H): 0.0760, atom 13 (C): -0.0921, atom 14 (C): -0.1207, atom 15 (H): 0.0627, atom 16 (H): 0.0578, atom 17 (H): 0.0573, atom 18 (H): 0.0574

Record 3
C8H12NO6RuS2 as an isolated structure. Source: the Open Molecules 2025 dataset; level of theory: wB97M-V/def2-TZVPD.

For the HOMO energy (alpha / beta), the calculation gives -8.52 / -8.88 eV. The LUMO energy (alpha / beta) is 0.0020 / -0.0882 hartree. The calculation puts the frontier orbital gap (alpha / beta) at 8.576 / 6.478 eV. As for the spin multiplicity: 6. Its charge is 0.

Geometry (Å):
Ru1 -0.02044 0.10126 -0.47971
O1 -1.44929 -1.67326 0.23161
C1 -1.38454 -1.87949 1.65937
C2 -1.23883 -0.57854 2.40412
N1 -0.02219 0.12326 1.99607
C3 1.22656 -0.46600 2.46952
C4 2.32735 -0.32473 1.42569
O2 3.47899 -0.41877 1.76427
O3 1.90530 -0.13952 0.19160
C5 -0.09749 1.55910 2.25719
C6 -1.06888 2.24005 1.31208
O4 -1.54809 3.30266 1.61543
O5 -1.30284 1.58992 0.18711
H1 -2.30005 -1.26913 0.00551
H2 -2.27050 -2.41098 2.00176
H3 -0.52263 -2.52357 1.81147
H4 -2.08955 0.06623 2.17515
H5 -1.25466 -0.78203 3.48250
H6 1.58179 -0.00514 3.39233
H7 1.10837 -1.53456 2.64725
H8 -0.39190 1.78180 3.28566
H9 0.88285 2.00432 2.07720
C7 1.30169 0.64244 -6.16456
O6 0.95166 0.62896 -4.77021
C8 -0.13243 -0.02645 -4.41599
S1 -1.12354 -0.90488 -5.36043
S2 -0.51990 0.16842 -2.72459
H10 2.21456 1.22457 -6.21928
H11 0.50818 1.10929 -6.74296
H12 1.46296 -0.37102 -6.52127

Quick look at the Löwdin charges, all values in e: atom 1 (Ru): 1.2694, atom 2 (O): -0.1401, atom 3 (C): -0.1901, atom 4 (C): -0.1644, atom 5 (N): -0.2417, atom 6 (C): -0.0929, atom 7 (C): -0.6158, atom 8 (O): 0.0936, atom 9 (O): -0.2074, atom 10 (C): -0.0963, atom 11 (C): -0.6271, atom 12 (O): 0.0975, atom 13 (O): -0.2169, atom 14 (H): 0.1068, atom 15 (H): 0.1313, atom 16 (H): 0.1185, atom 17 (H): 0.1330, atom 18 (H): 0.1418, atom 19 (H): 0.1384, atom 20 (H): 0.1280, atom 21 (H): 0.1412, atom 22 (H): 0.1459, atom 23 (C): -0.0803, atom 24 (O): -0.2035, atom 25 (C): -1.3177, atom 26 (S): 0.6904, atom 27 (S): 0.5959, atom 28 (H): 0.0946, atom 29 (H): 0.0866, atom 30 (H): 0.0812

What is the spin multiplicity in the first record?
1

Which formula does entry 2 have?
C6H12

The highest spin multiplicity belongs to which entry?
C8H12NO6RuS2